Formula: C12H18N2O4S
Source: the OMol25 dataset
Level of theory: the ωB97M-V functional and the def2-TZVPD basis

ΔE to the lowest compared entry with this formula, charge and spin   421.9 kJ/mol
SMILES string   Cc1ccc(S(=O)(=O)NCCC(C)C)cc1[N+](=O)[O-]
Kohn-Sham gap   9.39 eV
E_HOMO   -10.0 eV

```
37
Properties=species:S:1:pos:R:3:lowdin_charge:R:1
C 3.905 -2.042 0.890 -0.0374
C 2.435 -1.825 1.001 -0.1720
C 1.564 -2.633 0.270 -0.0092
C 0.193 -2.471 0.335 -0.0298
C -0.341 -1.479 1.138 -0.2710
C 0.481 -0.657 1.871 0.0227
C 1.862 -0.827 1.802 -0.0850
N 2.660 0.086 2.588 -0.3474
O 3.787 -0.238 2.889 0.0883
O 2.140 1.135 2.903 0.0874
H 0.062 0.116 2.496 0.1276
S -2.121 -1.294 1.264 0.6504
O -2.523 -1.797 2.543 -0.2801
O -2.714 -1.853 0.083 -0.2812
N -2.301 0.365 1.319 -0.1342
H -2.974 0.601 2.032 0.1114
C -2.520 1.032 0.048 -0.2317
H -3.348 0.563 -0.498 0.1214
C -1.249 0.946 -0.792 -0.1867
H -0.418 1.364 -0.220 0.1270
H -1.042 -0.111 -0.969 0.0971
C -1.356 1.662 -2.143 -0.4327
C -1.437 3.177 -1.979 -0.0756
H -1.452 3.660 -2.954 0.0769
H -0.574 3.545 -1.429 0.0844
H -2.337 3.471 -1.447 0.0670
C -0.151 1.296 -3.008 -0.0797
H -0.101 0.221 -3.164 0.0754
H -0.216 1.780 -3.979 0.0753
H 0.771 1.616 -2.526 0.0815
H -2.264 1.312 -2.647 0.1382
H -2.774 2.072 0.259 0.1198
H -0.479 -3.094 -0.235 0.1208
H 1.979 -3.405 -0.360 0.1182
H 4.294 -2.454 1.821 0.0934
H 4.126 -2.732 0.080 0.0814
H 4.435 -1.107 0.720 0.0882
```

Formula: C5H10O3
Source: the OMol25 dataset
Level of theory: the ωB97M-V functional and the def2-TZVPD basis

ΔE to the lowest compared entry with this formula, charge and spin   279.9 kJ/mol
SMILES string   CC(=O)O.C#C.CO
Kohn-Sham gap   11.06 eV
E_HOMO   -10.4 eV

```
18
Properties=species:S:1:pos:R:3:lowdin_charge:R:1
C -1.944 -0.154 -0.450 -0.5892
C 0.637 -1.790 0.891 -0.1457
C -1.573 1.295 -0.519 0.0145
O 0.367 -0.943 -0.201 -0.2010
O -2.334 -0.519 0.778 0.0990
O -1.952 -0.940 -1.390 0.0423
H -2.633 -1.443 0.766 0.1335
H -0.046 -1.443 -0.998 0.1337
H -0.064 -2.630 0.943 0.0819
H 1.655 -2.193 0.830 0.0812
H 0.534 -1.193 1.798 0.0863
H -0.913 1.545 0.306 0.0868
H -2.480 1.892 -0.424 0.0932
H -1.085 1.508 -1.464 0.0938
C 2.485 1.400 -0.314 0.0050
C 3.432 2.119 -0.183 -0.0006
H 4.264 2.734 0.015 0.0032
H 1.652 0.756 -0.383 -0.0183
```

Formula: C18H20N5O4
Source: the OMol25 dataset
Level of theory: the ωB97M-V functional and the def2-TZVPD basis

SMILES string   C[n+]1ccccc1[C@H]1CCCC/C1=N\Nc1ccc([N+](=O)[O-])cc1[N+](=O)[O-]
Kohn-Sham gap   7.83 eV
Net charge   +1
E_HOMO   -11.4 eV

```
47
Properties=species:S:1:pos:R:3:lowdin_charge:R:1
C -1.835 -2.002 -2.043 0.0209
N -1.600 -2.181 -0.624 -0.0266
C -1.237 -3.397 -0.193 -0.0132
C -0.947 -3.653 1.126 -0.0078
C -1.016 -2.606 2.036 0.0046
C -1.390 -1.358 1.576 0.0254
C -1.689 -1.147 0.235 -0.1421
C -2.126 0.218 -0.211 -0.1898
C -1.076 1.269 0.080 -0.2207
N 0.129 0.867 0.143 0.1008
N 1.181 1.671 0.349 0.0640
C 2.443 1.174 0.200 -0.1543
C 3.560 1.964 0.509 0.0140
C 4.830 1.448 0.420 0.0284
C 5.013 0.122 0.034 -0.1333
C 3.929 -0.681 -0.288 0.0947
C 2.657 -0.147 -0.228 -0.0800
N 1.549 -0.987 -0.624 -0.3517
O 1.048 -0.802 -1.712 0.0984
O 1.234 -1.887 0.125 0.1011
H 4.095 -1.702 -0.598 0.1423
N 6.348 -0.432 -0.040 -0.3657
O 6.445 -1.588 -0.381 0.0953
O 7.264 0.301 0.246 0.1024
H 5.697 2.047 0.654 0.1300
H 3.411 2.986 0.822 0.1220
H 1.071 2.656 0.573 0.1553
C -1.584 2.674 0.204 -0.1133
H -1.777 2.898 1.258 0.1389
H -0.832 3.382 -0.153 0.1180
C -2.868 2.850 -0.605 -0.1766
C -3.987 1.927 -0.110 -0.1700
C -3.442 0.622 0.484 -0.1285
H -3.257 0.748 1.551 0.1198
H -4.179 -0.173 0.373 0.1277
H -4.576 2.433 0.655 0.1178
H -4.658 1.708 -0.941 0.1162
H -2.647 2.645 -1.654 0.1200
H -3.195 3.888 -0.544 0.1194
H -2.299 0.242 -1.289 0.1418
H -1.437 -0.523 2.255 0.1345
H -0.774 -2.760 3.075 0.1292
H -0.653 -4.644 1.429 0.1273
H -1.167 -4.178 -0.935 0.1455
H -1.081 -1.326 -2.454 0.0971
H -1.744 -2.958 -2.554 0.1085
H -2.833 -1.609 -2.229 0.1129
```

Formula: C5H9N
Source: the OMol25 dataset
Level of theory: the ωB97M-V functional and the def2-TZVPD basis

ΔE to the lowest compared entry with this formula, charge and spin   219.0 kJ/mol
SMILES string   CC1=CCNC1
Kohn-Sham gap   9.31 eV
E_HOMO   -8.2 eV

```
15
Properties=species:S:1:pos:R:3:lowdin_charge:R:1
C -1.840 -0.353 1.100 -0.0288
C -0.542 -0.022 0.249 -0.2798
C 0.404 0.743 0.657 -0.0904
C 1.709 0.507 -0.071 -0.2193
C -0.133 -0.512 -1.124 -0.1946
H -2.578 -1.115 0.721 0.0807
H -2.379 0.652 1.129 0.0893
H -1.437 -0.577 2.049 0.0411
H 0.130 1.642 1.300 0.1378
H 2.136 -0.315 0.411 0.0802
H 2.540 1.244 -0.182 0.1263
H 1.788 -0.207 -1.994 0.1148
H -0.790 -0.159 -1.907 0.1115
H -0.146 -1.647 -1.036 0.1283
N 1.137 0.119 -1.300 -0.0971
```

Formula: C2H4NS
Source: the OMol25 dataset
Level of theory: the ωB97M-V functional and the def2-TZVPD basis

ΔE to the lowest compared entry with this formula, charge and spin   192.6 kJ/mol
SMILES string   [NH2+]1[C@@H]2S[C@H]12
Kohn-Sham gap   10.45 eV
Net charge   +1
E_HOMO   -15.0 eV

```
8
Properties=species:S:1:pos:R:3:lowdin_charge:R:1
C -0.318 -0.923 0.565 -0.4668
C 0.482 -0.703 -0.640 -0.3530
N 0.341 0.377 0.433 0.0776
S 1.167 -1.928 0.527 1.0382
H -1.420 -0.987 0.748 0.1664
H 0.182 -0.484 -1.859 0.2417
H -0.188 1.208 0.476 0.1640
H 1.087 0.282 1.126 0.1318
```

Formula: C4H7NO
Source: the OMol25 dataset
Level of theory: the ωB97M-V functional and the def2-TZVPD basis

ΔE to the lowest compared entry with this formula, charge and spin   359.9 kJ/mol
SMILES string   C[C@H]1NCC1=O
Kohn-Sham gap   9.70 eV
E_HOMO   -8.8 eV

```
13
Properties=species:S:1:pos:R:3:lowdin_charge:R:1
C -1.793 -0.126 -0.145 -0.0463
C -0.399 0.008 0.436 -0.2440
N 0.777 -1.006 0.139 -0.0618
C 1.688 0.123 -0.067 -0.1144
C 0.552 1.133 0.167 -0.3610
O 0.487 2.335 0.090 0.0925
H -2.356 -0.920 0.353 0.0712
H -1.784 -0.338 -1.226 0.0808
H -2.354 0.807 -0.009 0.0834
H -0.003 -0.627 1.304 0.1608
H 0.614 -1.695 -0.571 0.0967
H 2.036 0.141 -1.099 0.1233
H 2.535 0.165 0.628 0.1189
```

Formula: C29H21CoF10N3PS2
Source: the OMol25 dataset
Level of theory: the ωB97M-V functional and the def2-TZVPD basis

2S+1   2
Kohn-Sham gap (spin up / spin down)   7.32 / 7.19 eV
<S²>   1.110
Net charge   -1
E_HOMO (spin up / spin down)   -4.8 / -4.7 eV

```
67
Properties=species:S:1:pos:R:3:lowdin_charge:R:1
Co -0.100 1.175 -0.888 0.4247
C -0.539 0.282 -3.681 -0.0502
N 0.339 0.085 -2.532 -0.2904
C 0.211 -1.280 -2.002 -0.1645
C -1.104 -1.437 -1.218 -0.2040
N -1.534 -0.135 -0.724 -0.0724
C -2.574 -0.059 0.151 -0.1865
C -3.074 1.217 0.505 -0.1460
F -2.510 2.290 -0.071 0.0771
C -4.106 1.434 1.384 -0.1526
F -4.511 2.679 1.650 0.1155
C -4.744 0.366 1.983 -0.1639
F -5.751 0.559 2.846 0.0992
C -4.316 -0.900 1.664 -0.1908
F -4.911 -1.957 2.233 0.1022
C -3.269 -1.109 0.783 -0.1678
F -2.932 -2.399 0.565 0.0731
C 1.728 0.510 -2.784 -0.1686
C 1.779 2.029 -2.848 -0.2208
N 1.012 2.539 -1.715 -0.0601
C 0.962 3.873 -1.456 -0.1638
C 0.244 4.325 -0.324 -0.1451
F -0.390 3.401 0.415 0.0515
C 0.116 5.642 0.037 -0.1557
F -0.592 5.976 1.118 0.1177
C 0.713 6.631 -0.720 -0.1662
F 0.594 7.925 -0.381 0.0953
C 1.413 6.253 -1.839 -0.1633
F 1.984 7.190 -2.606 0.1034
C 1.528 4.923 -2.201 -0.1390
F 2.219 4.669 -3.336 0.0644
H -0.227 -0.362 -4.512 0.0949
H -0.515 1.321 -4.005 0.0864
H -1.561 0.036 -3.394 0.0896
H 1.054 -1.455 -1.343 0.0823
H 0.262 -2.015 -2.817 0.1269
H -0.898 -2.141 -0.412 0.0897
H -1.877 -1.902 -1.844 0.1156
H 2.127 0.066 -3.707 0.1274
H 2.322 0.163 -1.938 0.1098
H 1.382 2.375 -3.809 0.1035
H 2.829 2.335 -2.823 0.1211
S 3.490 -0.660 3.183 0.1418
P 1.896 -0.945 2.070 0.0008
S 1.200 0.650 1.080 0.3706
C 0.528 -1.666 3.045 -0.3944
C 0.814 -2.692 3.946 -0.1121
C -0.209 -3.302 4.656 -0.0885
C -1.528 -2.886 4.477 -0.0839
C -1.814 -1.860 3.590 -0.0695
C -0.786 -1.249 2.876 -0.0925
C 2.229 -2.305 0.879 -0.3785
C 3.429 -2.301 0.170 -0.1160
C 3.685 -3.276 -0.786 -0.0920
C 2.754 -4.280 -1.028 -0.1043
C 1.568 -4.306 -0.307 -0.0900
C 1.307 -3.323 0.643 -0.1027
H 1.843 -3.001 4.091 0.0887
H 0.019 -4.099 5.354 0.0957
H -2.328 -3.362 5.033 0.0983
H -2.838 -1.532 3.445 0.0877
H -0.999 -0.448 2.173 0.0591
H 4.156 -1.527 0.385 0.0885
H 4.620 -3.259 -1.335 0.0970
H 2.957 -5.046 -1.769 0.0942
H 0.840 -5.091 -0.482 0.1009
H 0.382 -3.355 1.207 0.1011
```

Formula: C20H60N12O12Zn
Source: the OMol25 dataset
Level of theory: the ωB97M-V functional and the def2-TZVPD basis

Kohn-Sham gap   7.78 eV
E_HOMO   -7.9 eV

```
105
Properties=species:S:1:pos:R:3:lowdin_charge:R:1
Zn 1.507 -0.799 -0.841 0.6414
O 0.266 0.484 -1.872 -0.2943
C -0.453 1.050 -0.818 -0.2838
C -0.578 0.283 0.577 -0.3102
O 0.266 -0.804 0.816 -0.3363
H -1.502 1.276 -1.076 0.0866
H -0.079 2.074 -0.655 0.1066
H -1.629 -0.028 0.735 0.0624
H -0.578 1.045 1.375 0.0916
C 3.483 1.901 -0.225 -0.6142
O 2.772 0.905 -0.380 0.0306
N 3.480 3.016 -0.984 0.1921
N 4.351 1.938 0.815 0.1684
H 4.211 3.695 -0.909 0.1010
H 2.848 2.962 -1.777 0.0949
H 4.874 2.761 1.048 0.0965
H 4.260 1.213 1.507 0.1010
C -0.180 -4.015 2.855 -0.6923
O -0.622 -5.002 3.449 -0.0076
N 1.066 -4.039 2.337 0.1636
N -0.903 -2.901 2.568 0.1665
H 1.538 -3.185 2.087 0.0597
H 1.631 -4.859 2.459 0.1017
H -1.907 -2.896 2.728 0.0574
H -0.502 -2.151 2.015 0.0446
C 3.561 -0.753 -3.226 -0.6281
O 2.702 -1.114 -2.421 -0.0123
N 3.305 0.355 -3.920 0.2033
N 4.706 -1.446 -3.386 0.1832
H 2.425 0.801 -3.648 0.0776
H 3.708 0.626 -4.798 0.1111
H 5.402 -1.192 -4.060 0.1060
H 4.712 -2.228 -2.755 0.0990
C -0.067 -3.481 -1.220 -0.6212
O 0.676 -2.597 -1.662 0.0096
N -1.131 -3.267 -0.447 0.1967
N 0.157 -4.798 -1.480 0.1689
H -1.503 -4.071 0.024 0.1059
H -1.142 -2.389 0.060 0.0714
H -0.476 -5.517 -1.182 0.0968
H 1.020 -5.148 -1.852 0.1048
C -4.328 -2.224 2.048 -0.6628
O -3.633 -2.325 3.072 -0.0032
N -4.035 -1.453 0.991 0.1832
N -5.478 -2.933 1.907 0.1555
H -4.721 -1.365 0.266 0.0949
H -3.183 -0.918 0.941 0.0697
H -6.068 -2.783 1.114 0.0942
H -5.629 -3.546 2.691 0.1134
C 3.955 -2.090 0.953 -0.6244
O 2.971 -1.807 0.268 0.0121
N 3.838 -1.962 2.298 0.1838
N 5.147 -2.488 0.484 0.1921
H 4.505 -2.474 2.850 0.1080
H 3.119 -1.385 2.709 0.0612
H 5.942 -2.505 1.094 0.1071
H 5.240 -2.510 -0.515 0.0976
C -3.498 3.794 1.725 -0.0596
C -2.501 4.076 2.841 -0.4762
C -1.043 4.348 2.358 -0.0306
O -2.993 5.120 3.706 -0.0652
H -3.265 2.800 1.344 0.0723
H -3.345 4.599 1.003 0.0785
H -4.512 3.828 2.117 0.0772
H -2.576 3.198 3.488 0.1237
H -1.003 4.427 1.271 0.0701
H -0.327 3.567 2.616 0.0661
H -0.677 5.241 2.866 0.0713
H -2.556 5.903 3.353 0.0714
C -0.292 -0.085 4.729 -0.0374
C 1.230 0.002 4.604 -0.4332
C 1.907 -1.358 4.832 -0.0574
O 1.632 0.394 3.265 -0.0988
H -0.607 -0.729 5.556 0.0820
H -0.791 -0.656 3.943 0.0632
H -0.706 0.912 4.874 0.0739
H 1.716 0.743 5.238 0.1294
H 2.994 -1.286 4.844 0.0698
H 1.631 -1.881 3.917 0.0442
H 1.496 -1.903 5.681 0.0860
H 1.022 0.063 2.574 0.0456
C -1.196 2.549 -3.460 -0.0614
C 0.218 2.787 -3.964 -0.4428
C 0.580 4.260 -3.948 -0.0752
O 1.242 2.087 -3.242 -0.1282
H -1.933 2.987 -4.133 0.0953
H -1.434 2.912 -2.457 0.0787
H -1.393 1.475 -3.395 0.0074
H 0.314 2.472 -5.008 0.1358
H -0.038 4.876 -4.602 0.0743
H 1.608 4.565 -4.165 0.0672
H 0.495 4.640 -2.923 0.0757
H 0.757 1.315 -2.851 -0.0366
C -3.737 0.033 -4.768 -0.0393
C -2.794 -0.055 -3.593 -0.5242
C -2.932 -1.249 -2.659 -0.0476
O -1.468 0.009 -4.079 -0.0801
H -3.419 0.870 -5.392 0.0789
H -4.721 0.241 -4.349 0.0825
H -3.652 -0.853 -5.398 0.0839
H -3.074 0.752 -2.899 0.1252
H -3.932 -1.519 -2.304 0.0716
H -2.390 -1.028 -1.736 0.0536
H -2.502 -2.133 -3.135 0.0879
H -0.855 -0.048 -3.319 0.0679
```

Number 1: F_max 1.4 eV/A. Number 2: F_max 2.7 eV/A. Number 3: F_max 1.3 eV/A. Number 4: F_max 5.5 eV/A. Number 5: F_max 4.3 eV/A. Number 6: F_max 3.2 eV/A. Number 7: F_max 0.7 eV/A. Number 8: F_max 3.2 eV/A.